The following is a DFT calculation (wB97M-V/def2-TZVPD) of an isolated molecule of C22H27BrN4O4S in a non-equilibrium geometry.

## Properties
E_LUMO ... 0.46 eV
Orbital gap ... 8.785 eV
Electronic energy ... -4346.67441 hartree
E_HOMO ... -8.326 eV
SMILES ... CCOc1ccc(N(CC(=O)NN=C2CCN(C)CC2)S(=O)(=O)c2ccc(Br)cc2)cc1
Energy relative to the best compared isomer or geometry (same formula, charge and spin) ... 0.86 kcal per mole

Element x y z (Å)
C (6.42396, 3.34950, -0.74944)
C (5.26168, 3.82951, 0.11462)
O (4.94252, 2.92255, 1.15138)
C (4.28079, 1.76932, 0.86544)
C (4.14439, 0.87362, 1.92982)
C (3.48463, -0.32466, 1.77177)
C (2.91495, -0.65681, 0.54226)
N (2.24755, -1.89131, 0.39243)
C (2.25861, -2.55551, -0.89547)
C (1.13831, -2.08776, -1.83369)
O (1.35231, -1.41420, -2.82559)
N (-0.07421, -2.51727, -1.43062)
N (-1.30337, -2.30211, -2.00691)
C (-1.67241, -1.16481, -2.43478)
C (-3.01429, -1.09388, -3.08642)
C (-3.88294, 0.00384, -2.46036)
N (-3.12575, 1.19063, -2.07102)
C (-3.92325, 2.39029, -2.20578)
C (-1.85279, 1.29806, -2.75826)
C (-0.94808, 0.14031, -2.35042)
S (1.07365, -2.35602, 1.48107)
O (1.56970, -2.23129, 2.81486)
O (0.60935, -3.64882, 1.05200)
C (-0.28912, -1.19125, 1.31556)
C (-0.06723, 0.16597, 1.46721)
C (-1.13814, 1.04254, 1.41102)
C (-2.41533, 0.53884, 1.21835)
Br (-3.88413, 1.72235, 1.22970)
C (-2.64113, -0.81966, 1.06625)
C (-1.56516, -1.68743, 1.11756)
C (3.04395, 0.23264, -0.51810)
C (3.72548, 1.42904, -0.36265)
H (7.29674, 3.17321, -0.12596)
H (6.66610, 4.10584, -1.49092)
H (6.17324, 2.42218, -1.25856)
H (4.37890, 4.04285, -0.50074)
H (5.54366, 4.74688, 0.63885)
H (4.58224, 1.13852, 2.87885)
H (3.39118, -1.00790, 2.59859)
H (3.22016, -2.36235, -1.37617)
H (2.15578, -3.62565, -0.70417)
H (-0.10007, -3.24440, -0.71844)
H (-2.85413, -0.87062, -4.14470)
H (-3.51452, -2.05851, -3.01528)
H (-4.36867, -0.38429, -1.55803)
H (-4.67726, 0.26261, -3.17794)
H (-4.17085, 2.62045, -3.25428)
H (-4.84934, 2.26743, -1.64760)
H (-3.37782, 3.23256, -1.78310)
H (-1.38853, 2.24155, -2.45962)
H (-1.97202, 1.32219, -3.85609)
H (-0.59502, 0.27597, -1.32225)
H (-0.05795, 0.10980, -2.98775)
H (0.93164, 0.53333, 1.63919)
H (-0.98365, 2.10373, 1.53076)
H (-3.64209, -1.19547, 0.92471)
H (-1.70908, -2.75147, 1.02151)
H (2.62471, 0.00051, -1.48367)
H (3.80429, 2.08352, -1.21601)

Atoms 1-2, force components in eV/Å:
C -0.306 -0.016 0.287
C 0.214 0.211 -0.346